Entry 1:
The following is a quantum chemistry calculation of a cluster of 2 separate species, C2H8N3S in total, from the Open Molecules 2025 dataset.

```
! wB97M-V def2-TZVPD RIJCOSX def2/J DEFGRID3
* xyz 1 1
C -1.309 -1.251 -0.784
C -0.064 -1.027 -0.343
N -1.016 -3.241 -1.860
N -1.708 -2.290 -1.478
N 0.484 -0.059 0.442
S 1.218 3.371 1.920
H -2.007 -0.458 -0.619
H 0.601 -1.838 -0.569
H -1.556 -3.733 -2.530
H 2.107 4.086 2.606
H -2.712 -2.228 -1.711
H -0.136 0.680 0.489
H 1.441 0.053 0.709
H 0.651 3.382 3.112
*
```

Values from the calculation:
HOMO level ... -12.6 eV
M ... 106.17 u
Total energy ... -643.1113 hartree
Kohn-Sham gap ... 6.9 eV
ΔE to the lowest compared entry with this formula, charge and spin ... 2.457 eV

=====

Entry 2:
The following is a quantum chemistry calculation of a structure of composition C16H10BrFeNO2, from the Open Molecules 2025 dataset.

```
! wB97M-V def2-TZVPD RIJCOSX def2/J DEFGRID3
* xyz 0 5
Fe 0.036 -0.004 -0.125
O 3.608 1.388 -0.261
C 2.402 1.304 -0.190
O 1.790 0.059 -0.238
C 1.436 2.362 -0.068
C 1.773 3.722 -0.019
C 0.797 4.667 0.096
C -0.566 4.231 0.156
C -0.848 2.906 0.102
N 0.107 1.936 -0.002
H 2.823 3.976 -0.074
H 1.040 5.719 0.137
H -1.376 4.941 0.245
H -1.878 2.571 0.142
Br -2.393 -0.094 -0.212
C -2.539 -2.003 -0.108
C -3.758 -2.603 -0.119
C -3.790 -4.015 -0.043
C -2.627 -4.728 0.035
C -1.364 -4.084 0.043
C -0.147 -4.802 0.119
C 1.045 -4.138 0.121
C 1.092 -2.726 0.050
C -0.057 -1.978 -0.023
C -1.302 -2.672 -0.028
H -4.674 -2.034 -0.183
H -4.746 -4.518 -0.050
H -2.657 -5.809 0.090
H -0.181 -5.883 0.174
H 1.973 -4.692 0.178
H 2.053 -2.229 0.056
*
```

Values from the calculation:
HOMO level (alpha / beta) ... -6.8 / -8.0 eV
M ... 384.01 u
Total energy ... -4658.6425 hartree
Kohn-Sham gap (alpha / beta) ... 5.8 / 6.9 eV

=====

Entry 3:
The following is a quantum chemistry calculation of a cluster of 2 separate species, C7H13NO2P in total, from the Open Molecules 2025 dataset.

```
! wB97M-V def2-TZVPD RIJCOSX def2/J DEFGRID3
* xyz -1 1
C 0.292 -1.866 -0.600
C 0.641 -0.821 -1.670
C -1.357 -0.156 -0.611
C 0.513 -0.058 0.948
C -0.488 -1.005 0.356
C -0.108 0.447 -1.305
C 0.612 1.092 -0.137
N -0.794 1.258 4.752
O -2.625 2.167 3.078
O -0.358 3.449 3.273
P -1.236 2.336 3.774
H -0.456 -2.515 -1.047
H 1.222 -2.446 -0.150
H 1.715 -0.614 -1.604
H 0.236 -1.115 -2.702
H -2.027 -0.539 -1.391
H -1.933 0.550 -0.020
H 0.249 0.181 1.992
H 1.531 -0.477 1.055
H -1.015 -1.534 1.214
H -0.348 1.092 -2.203
H 1.683 1.359 -0.395
H 0.175 1.944 0.209
H -1.535 0.552 4.684
*
```

Values from the calculation:
HOMO level ... -4.9 eV
M ... 174.16 u
Total energy ... -821.1970 hartree
Kohn-Sham gap ... 8.1 eV
ΔE to the lowest compared entry with this formula, charge and spin ... 0.000 eV

=====

Entry 4:
The following is a quantum chemistry calculation of an isolated molecule of C2H4N2O2, from the Open Molecules 2025 dataset.

```
! wB97M-V def2-TZVPD RIJCOSX def2/J DEFGRID3
* xyz 0 1
O -0.796 -1.386 1.926
C -1.263 -0.477 1.310
N -0.658 0.095 0.257
N 0.606 -0.335 -0.023
C 1.282 0.343 -1.053
O 0.770 -0.932 -1.353
H -2.223 0.005 1.721
H -1.049 1.004 -0.261
H 0.910 1.272 -1.511
H 2.420 0.411 -1.015
*
```

Values from the calculation:
HOMO level ... -10.1 eV
M ... 88.07 u
Total energy ... -338.4624 hartree
Kohn-Sham gap ... 10.7 eV
ΔE to the lowest compared entry with this formula, charge and spin ... 5.191 eV
SMILES string ... O=CNN1CO1

=====

Entry 5:
The following is a quantum chemistry calculation of a structure of composition C14H14N4O3Pt, from the Open Molecules 2025 dataset.

```
! wB97M-V def2-TZVPD RIJCOSX def2/J DEFGRID3
* xyz 0 3
Pt 1.981 -0.198 0.376
O 1.186 4.338 0.278
C -0.140 4.221 0.062
C -0.839 5.389 -0.242
C -2.198 5.350 -0.477
C -2.893 4.145 -0.407
C -2.209 2.987 -0.100
C -0.831 3.000 0.137
C -0.115 1.730 0.406
O 1.191 1.747 0.283
N -0.831 0.675 0.691
N -0.054 -0.437 0.913
C -0.557 -1.607 0.810
C 0.175 -2.855 0.934
C -0.626 -4.016 0.971
C -0.100 -5.278 1.058
C 1.291 -5.423 1.115
C 2.104 -4.319 1.071
C 1.591 -3.010 0.966
O 2.492 -2.043 0.907
H 1.552 3.434 0.348
H -0.280 6.313 -0.304
H -2.722 6.264 -0.725
H -3.957 4.115 -0.600
H -2.724 2.039 -0.035
H -1.629 -1.677 0.618
H -1.703 -3.889 0.938
H -0.749 -6.143 1.086
H 1.730 -6.410 1.193
H 3.182 -4.409 1.103
N 1.299 -1.364 -2.474
N 1.340 -0.093 -1.830
H 0.587 -1.381 -3.195
H 1.079 -2.067 -1.778
H 0.428 0.348 -1.740
H 1.948 0.525 -2.355
*
```

Values from the calculation:
HOMO level (alpha / beta) ... -7.9 / -8.1 eV
M ... 481.37 u
Total energy ... -1105.8611 hartree
Kohn-Sham gap (alpha / beta) ... 7.8 / 7.1 eV